No. 1
Density functional theory data (ωB97M-V with the def2-TZVPD basis set) for C28H31F10MnN6O2Si as an isolated structure.

```
79
Properties=species:S:1:pos:R:3:forces:R:3:lowdin_spin:R:1
Mn -0.2789 0.3458 0.4234 -0.781 0.280 -0.365 3.95
C -3.0158 -0.0490 1.5802 -0.069 0.037 -0.022 0.00
N -1.9999 1.0118 1.5704 0.287 -0.103 0.249 -0.02
C -2.5509 2.2386 0.9752 0.114 0.033 0.002 0.00
C -2.4141 2.0657 -0.5195 -0.026 0.044 0.169 0.00
N -0.9798 1.8612 -0.7331 -0.073 -0.281 -0.105 -0.08
C -0.6135 2.0698 -2.0651 0.135 0.072 -0.150 0.01
C -1.2659 1.5237 -3.1783 0.149 0.045 0.055 -0.01
F -2.3144 0.7122 -3.0118 -0.065 -0.048 0.035 0.00
C -0.8466 1.7532 -4.4771 0.041 0.032 0.059 0.00
F -1.4845 1.1782 -5.4958 -0.013 -0.012 -0.021 0.00
C 0.2516 2.5570 -4.7208 -0.031 -0.015 0.099 -0.01
F 0.6715 2.7683 -5.9653 0.030 0.016 -0.092 0.00
C 0.9111 3.1348 -3.6518 -0.026 -0.036 -0.007 0.00
F 1.9686 3.9225 -3.8679 0.031 0.021 0.002 0.00
C 0.4755 2.8940 -2.3642 -0.155 -0.089 -0.043 -0.01
F 1.1392 3.5002 -1.3660 0.042 0.037 0.048 0.00
C -1.4332 1.1997 2.9223 -0.022 -0.081 -0.015 0.00
C -0.6712 -0.0581 3.3134 -0.030 0.145 -0.028 0.00
N 0.1286 -0.4959 2.1699 0.010 -0.031 -0.014 0.02
C 1.0804 -1.4496 2.4467 0.085 -0.065 -0.088 0.01
C 2.2964 -1.4486 1.7474 0.013 0.176 -0.017 0.01
F 2.5171 -0.4666 0.8531 0.007 -0.155 0.081 0.01
C 3.3139 -2.3540 1.9579 -0.064 -0.015 0.056 0.00
F 4.4449 -2.2531 1.2548 0.034 -0.037 0.000 0.00
C 3.1791 -3.3360 2.9258 -0.179 0.100 0.015 0.00
F 4.1553 -4.2201 3.1464 0.001 -0.013 0.009 0.00
C 2.0026 -3.3737 3.6542 0.144 0.024 -0.110 0.00
F 1.8235 -4.3196 4.5797 0.034 -0.027 0.007 0.00
C 0.9855 -2.4646 3.4122 -0.011 -0.088 -0.073 0.01
F -0.1430 -2.6445 4.1302 0.004 0.095 -0.065 0.00
H -3.8578 0.2511 2.2146 0.000 -0.014 -0.014 0.00
H -2.5827 -0.9645 1.9576 0.017 -0.024 0.008 0.00
H -3.3665 -0.2347 0.5678 -0.007 -0.014 0.007 0.00
H -1.9290 3.0777 1.2912 -0.031 0.011 0.002 0.00
H -3.5785 2.4120 1.3101 -0.011 -0.059 -0.016 0.00
H -2.7704 2.9502 -1.0583 0.055 0.030 0.043 0.00
H -3.0259 1.2225 -0.8564 -0.006 0.029 -0.009 0.00
H -2.2280 1.4258 3.6441 0.012 -0.029 0.001 0.00
H -0.7615 2.0550 2.8700 0.012 -0.010 0.017 0.00
H -1.3754 -0.8189 3.6596 -0.029 0.003 -0.018 0.00
H -0.0222 0.1726 4.1672 -0.022 0.027 -0.025 0.00
C 2.8941 0.9291 -1.6265 0.027 0.008 0.039 0.00
C 1.8265 0.0095 -2.1427 -0.022 0.050 -0.171 0.00
C 1.9341 -0.5764 -3.3901 -0.036 0.044 0.044 0.00
C 0.9077 -1.4219 -3.8170 -0.008 0.009 -0.001 0.01
C -0.1556 -1.7005 -2.9969 -0.021 0.007 0.015 0.00
C -0.1959 -1.1288 -1.7018 -0.026 -0.232 -0.034 0.02
N 0.7707 -0.2399 -1.3579 0.395 -0.043 0.405 0.00
N -1.0922 -1.3568 -0.7237 0.078 -0.050 0.062 0.05
Si -1.7195 -2.9748 -0.5606 -0.025 -0.042 0.044 0.01
C -2.3368 -3.3139 1.1874 0.072 0.036 -0.152 0.00
C -3.1539 -3.3145 -1.7433 0.111 0.006 0.107 0.00
C -0.3382 -4.2348 -0.8434 -0.144 0.119 0.034 0.00
H 3.8031 0.3599 -1.4251 -0.011 0.001 0.020 0.00
H 2.5831 1.4017 -0.6990 -0.005 0.026 -0.013 0.00
H 3.1394 1.6980 -2.3594 0.002 -0.001 -0.035 0.00
H 2.7903 -0.3686 -4.0158 0.016 0.010 -0.001 0.00
H 0.9491 -1.8652 -4.8046 0.014 0.001 -0.013 0.00
H -0.9575 -2.3473 -3.3210 -0.013 -0.006 0.006 0.00
H -3.3184 -2.8945 1.4065 -0.040 0.028 -0.018 0.00
H -1.6240 -2.9633 1.9376 0.002 0.011 0.008 0.00
H -2.4215 -4.3971 1.3050 0.008 -0.030 -0.019 0.00
H -3.8330 -2.4606 -1.7867 -0.007 0.038 0.022 0.00
H -3.7298 -4.1809 -1.4108 0.000 -0.039 0.018 0.00
H -2.8213 -3.5199 -2.7618 0.025 0.011 -0.028 0.00
H 0.3146 -4.2672 0.0328 0.006 0.028 0.026 0.00
H 0.2839 -4.0074 -1.7087 -0.009 0.008 -0.032 0.00
H -0.7503 -5.2365 -0.9841 -0.029 -0.019 0.017 0.00
N 1.9399 4.7448 1.2497 0.027 0.020 0.001 0.00
C 2.3859 3.9737 2.4001 -0.035 -0.082 -0.001 0.00
C 1.9771 2.5088 2.2775 0.157 -0.125 0.229 0.00
O 2.3516 1.6466 3.0199 -0.015 0.198 -0.005 0.00
O 1.1195 2.2585 1.2752 -0.115 -0.098 -0.227 0.02
H 1.7120 5.6976 1.4914 -0.010 0.007 0.000 0.00
H 0.9495 3.0873 0.7773 0.017 0.091 0.019 0.00
H 2.6271 4.7644 0.5073 0.009 0.006 0.007 0.00
H 1.8936 4.3444 3.3008 0.012 -0.004 -0.001 0.00
H 3.4600 3.9944 2.5979 -0.011 0.000 -0.039 0.00
```
Positions in Å, forces in eV/Å.

Expectation value of S² ... 6.133
Gap between HOMO and LUMO (alpha / beta) ... 6.27 / 7.68 eV
F_max ... 0.91 eV Å⁻¹
2S+1 ... 5


No. 2
Density functional theory data (ωB97M-V with the def2-TZVPD basis set) for a 7-piece molecular cluster, C28H31F15N2O21PS overall at a distorted geometry.

```
99
Properties=species:S:1:pos:R:3:forces:R:3:mulliken_charge:R:1
N 0.9211 -4.0870 2.0750 0.629 0.535 -0.358 -0.42
C 0.9751 -2.9766 1.1610 1.294 -0.248 0.977 0.28
C 2.1067 -2.1533 1.1198 -1.080 0.536 -0.982 -0.37
C 2.0929 -1.0743 0.2235 1.705 -0.242 0.822 0.36
C 3.2646 -0.1084 0.1352 -1.329 -0.275 0.953 -1.53
P 3.1695 1.0702 1.5743 0.383 1.433 0.429 0.92
O 3.5446 2.4237 1.2075 0.376 0.210 -0.577 -0.54
O 1.6650 1.1242 2.1615 0.688 -1.202 -0.326 -0.20
O 4.0914 0.4882 2.7696 -1.045 -0.656 -0.720 -0.52
C 1.0039 -0.8921 -0.5564 0.369 1.270 -0.423 -0.44
N -0.0332 -1.6977 -0.4755 -1.117 0.028 -0.523 0.81
C -0.1116 -2.7307 0.3427 -0.542 -0.902 0.919 0.26
C -1.3128 -3.6451 0.4492 -0.048 0.414 -0.724 -0.78
C -2.6380 -3.1472 -0.1785 0.668 -0.247 -0.169 -0.73
C -3.6882 -2.5459 0.7529 0.741 -1.195 -0.189 0.90
F -3.6995 -3.3055 1.8916 0.186 0.224 0.101 -0.31
F -4.9008 -2.7293 0.2016 -0.068 0.618 -0.018 -0.30
C -3.4622 -1.0890 1.2285 -0.885 0.347 1.043 0.41
F -4.1447 -0.9378 2.3792 -0.277 -0.028 -0.312 -0.35
F -2.1899 -0.8479 1.5493 0.359 -0.523 -0.499 -0.14
S -4.0657 0.2826 0.0776 0.856 1.639 -0.094 1.43
F -5.5580 -0.1057 0.3313 0.015 -0.422 -0.067 -0.30
F -4.0773 1.2813 1.3077 -0.191 -0.195 0.012 -0.32
F -2.5516 0.7594 -0.2017 -0.137 -0.280 -0.161 -0.31
F -3.9445 -0.6382 -1.2113 -0.372 -0.266 0.155 -0.31
F -4.5601 1.4642 -0.8451 0.026 -0.177 -0.086 -0.32
H 1.4872 -3.8027 2.8730 -0.214 -0.239 0.169 0.38
H 1.4630 -4.8323 1.6369 -0.362 -0.286 0.190 0.31
H 2.9820 -2.2980 1.7441 -0.158 -0.301 0.077 0.59
H 3.1473 0.5133 -0.7515 0.349 -0.002 0.031 0.44
H 4.1929 -0.6776 0.1431 0.148 0.353 -0.056 0.51
H 1.4817 0.3492 2.7154 -0.601 0.070 0.244 0.22
H 3.6050 -0.2473 3.1752 0.479 0.028 0.463 0.38
H 0.9504 -0.0645 -1.2447 -0.191 -0.139 -0.102 0.49
H -0.8027 -1.4778 -1.1037 0.042 -0.090 -0.021 -0.55
H -1.0460 -4.5497 -0.1100 0.014 0.006 0.154 0.56
H -1.3749 -3.9551 1.4910 -0.224 0.061 -0.074 0.42
H -3.1133 -4.0279 -0.6142 -0.178 0.135 0.085 0.50
H -2.4186 -2.5060 -1.0374 -0.383 0.078 0.106 -0.25
C 2.8010 5.5875 3.3623 0.197 0.267 -0.344 -0.19
C 2.1367 4.2480 3.5321 0.286 -0.159 0.342 0.52
O 1.1096 4.5244 4.4697 -0.075 0.231 -0.437 -0.36
C 0.7636 5.8350 4.2892 -0.118 0.257 0.168 0.60
O -0.2267 6.3295 4.7089 0.002 -0.029 0.049 -0.52
O 1.7025 6.4873 3.5580 -0.090 -0.374 0.121 -0.32
F 2.9864 3.3375 4.0736 -0.124 -0.092 0.038 -0.30
H 3.5625 5.7728 4.1211 -0.046 -0.168 0.070 0.11
H 3.2448 5.7150 2.3800 -0.165 0.124 -0.034 0.14
H 1.7014 3.8421 2.6190 0.116 -0.157 0.028 0.23
C -2.7369 -1.1893 -4.6976 -0.627 -0.037 -0.015 -0.42
C -1.8887 -2.1363 -5.5001 -0.036 0.273 -0.616 0.66
O -0.5594 -1.7539 -5.1238 -0.306 -0.017 0.542 -0.32
C -0.6527 -1.2673 -3.8749 0.052 0.087 -0.180 0.49
O 0.2707 -1.0987 -3.1307 -0.050 -0.035 -0.214 -0.62
O -1.9262 -0.9965 -3.5277 0.278 -0.145 -0.005 -0.06
F -2.0397 -1.9411 -6.8289 0.137 0.000 0.054 -0.36
H -2.8909 -0.2340 -5.1942 0.125 -0.048 -0.099 0.19
H -3.7060 -1.6080 -4.4409 0.068 0.036 0.242 0.34
H -2.0456 -3.1847 -5.2673 0.064 -0.035 -0.065 0.08
C -2.3324 -2.3314 4.9761 -0.412 0.142 -0.020 -0.41
C -1.5057 -2.7615 6.1632 -0.134 -0.518 -0.014 0.21
O -0.1802 -2.7459 5.6281 -0.082 0.556 -0.034 -0.32
C -0.1784 -1.8091 4.6551 0.017 0.069 -0.167 0.55
O 0.7963 -1.3288 4.1611 0.590 -0.116 -0.269 -0.52
O -1.4181 -1.4640 4.2886 -0.209 -0.148 0.140 -0.13
F -1.8081 -4.0169 6.5518 0.122 0.038 0.005 -0.29
H -2.5931 -3.1719 4.3315 0.111 -0.097 0.099 0.21
H -3.2416 -1.8043 5.2523 0.129 0.209 -0.073 0.33
H -1.5589 -2.0926 7.0232 0.056 -0.078 0.046 0.34
C -3.2461 3.3954 -4.4806 0.495 0.011 0.102 -0.46
C -4.5758 3.9593 -4.0469 -0.122 0.300 -0.366 0.36
O -5.4952 3.0129 -4.5688 0.333 -0.229 0.368 -0.33
C -4.8508 1.8188 -4.6106 -0.212 -0.104 -0.117 0.70
O -5.3858 0.7690 -4.7399 0.163 -0.082 -0.035 -0.49
O -3.5042 1.9849 -4.4740 -0.307 0.187 0.038 -0.27
F -4.8126 5.1634 -4.6111 -0.061 -0.040 0.048 -0.29
H -2.9727 3.7104 -5.4883 -0.190 0.100 -0.009 0.29
H -2.4374 3.6486 -3.7993 -0.011 -0.228 0.065 0.30
H -4.7061 4.0337 -2.9655 -0.053 0.105 -0.024 0.20
C 1.1437 -5.3618 -5.2673 0.250 0.256 -0.399 -0.52
C 0.5503 -6.7374 -5.0932 0.372 -0.212 0.256 0.30
O -0.4079 -6.5256 -4.0632 -0.204 0.285 -0.370 -0.34
C -0.8103 -5.2370 -4.1675 0.024 0.008 0.197 0.62
O -1.7795 -4.7876 -3.6398 0.062 0.131 0.158 -0.50
O 0.0295 -4.5160 -4.9465 -0.081 -0.483 0.156 -0.19
F 1.4710 -7.6258 -4.6623 -0.099 -0.010 0.030 -0.28
H 1.9581 -5.1706 -4.5677 -0.046 -0.170 0.083 0.28
H 1.4964 -5.1772 -6.2785 -0.192 0.157 -0.015 0.31
H 0.0510 -7.1329 -5.9791 0.027 -0.101 0.045 0.30
C 7.4993 7.4812 2.1546 0.407 0.193 -0.086 -0.46
C 6.7779 6.5395 3.0851 -0.328 0.280 0.147 0.33
O 5.7293 6.0436 2.2723 0.560 -0.093 -0.147 -0.17
C 6.1867 6.0807 0.9808 -0.134 -0.031 -0.365 0.56
O 5.6845 5.5072 0.0775 -0.084 0.054 0.030 -0.46
O 7.2938 6.8589 0.8834 -0.172 -0.123 0.301 -0.34
F 6.2410 7.1966 4.1430 -0.035 -0.110 0.024 -0.29
H 7.0523 8.4765 2.1502 -0.134 -0.069 0.133 0.29
H 8.5591 7.5696 2.3802 0.028 -0.115 -0.193 0.28
H 7.3838 5.7064 3.4458 -0.054 0.031 0.134 0.28
```
Positions in Å, forces in eV/Å.

Gap between HOMO and LUMO ... 8.60 eV
Charge ... +1
F_max ... 1.91 eV Å⁻¹